# CH2OS

A single CH2OS molecule (ωB97M-V with the def2-TZVPD basis set, the OMol25 dataset).

Geometry as XYZ:
```
5
Properties=species:S:1:pos:R:3:lowdin_charge:R:1
C -0.612 0.116 0.111 -0.31
O 1.937 -0.726 0.094 -0.60
S 0.820 -0.032 -0.699 0.88
H -1.000 -0.223 1.042 0.02
H -1.145 0.865 -0.549 0.02
```

total charge = 0
HOMO-LUMO gap = 9.3 eV
E_HOMO = -0.36334 Eh

=====

# C31H48BCl60IInNO2P

A molecular structure, C31H48BCl60IInNO2P (ωB97M-V with the def2-TZVPD basis set, the OMol25 dataset).

Geometry as XYZ:
```
146
Properties=species:S:1:pos:R:3:lowdin_charge:R:1
C 5.971 -3.203 3.067 -0.13
C 5.351 -2.992 1.671 -0.24
C 6.282 -2.143 0.776 -0.25
C 6.017 -0.641 1.013 -0.19
C 5.096 -0.039 -0.065 -0.23
C 4.060 0.981 0.446 -0.20
C 2.684 0.316 0.413 -0.23
C 1.498 1.177 0.823 -0.19
C 0.129 0.589 0.391 -0.22
C 0.080 -0.940 0.186 -0.32
C 0.266 -1.760 1.490 -0.32
In -1.244 -3.401 1.540 0.36
B -3.322 -2.359 1.643 -0.67
N -4.178 -2.039 0.474 0.04
O -3.831 -1.987 2.880 0.04
P -0.933 -4.797 -0.602 0.27
O 0.627 -4.443 -1.143 -0.59
I -2.337 -3.608 -2.292 0.28
H 6.599 -4.105 3.057 0.02
H 6.604 -2.341 3.319 0.08
H 5.211 -3.298 3.849 0.04
H 5.149 -3.963 1.202 0.09
H 4.407 -2.440 1.784 0.10
H 7.317 -2.393 1.039 0.04
H 6.151 -2.395 -0.286 0.06
H 5.510 -0.546 1.984 0.10
H 6.960 -0.079 1.056 0.11
H 5.694 0.361 -0.892 0.06
H 4.515 -0.876 -0.490 0.05
H 4.071 1.905 -0.143 0.04
H 4.320 1.246 1.482 0.11
H 2.738 -0.577 1.049 0.11
H 2.525 -0.014 -0.627 0.07
H 1.621 2.175 0.374 0.10
H 1.486 1.327 1.912 0.11
H -0.617 0.801 1.172 0.10
H -0.219 1.098 -0.520 0.09
H -0.924 -1.148 -0.219 0.05
H 0.788 -1.255 -0.592 0.08
H 0.065 -1.088 2.341 0.03
H 1.281 -2.158 1.606 0.01
H -0.950 -4.476 2.907 -0.12
H -3.602 -1.564 -0.221 -0.05
H -4.480 -2.902 0.020 0.00
H -3.124 -1.611 3.419 0.07
H 0.622 -4.120 -2.052 -0.09
C -5.069 0.719 -0.720 -1.52
Cl -6.215 -0.017 -1.835 0.50
Cl -3.422 0.624 -1.357 0.56
Cl -5.517 2.400 -0.416 0.49
H -5.099 0.166 0.215 -0.01
C -4.935 6.501 -0.165 -1.58
Cl -5.340 8.018 -0.975 0.51
Cl -6.393 5.581 0.210 0.49
Cl -3.809 5.552 -1.128 0.54
H -4.456 6.750 0.774 -0.06
C 8.290 -5.681 0.355 -1.52
Cl 7.399 -6.563 1.597 0.54
Cl 7.219 -5.192 -0.955 0.52
Cl 9.108 -4.277 1.041 0.57
H 9.044 -6.347 -0.048 0.00
C 5.028 -5.071 7.186 -1.52
Cl 5.786 -5.456 5.642 0.57
Cl 6.197 -4.292 8.267 0.53
Cl 3.615 -4.042 6.983 0.53
H 4.714 -5.997 7.652 0.01
C 7.834 -7.422 -4.400 -1.53
Cl 8.839 -7.400 -5.859 0.54
Cl 8.820 -7.818 -2.991 0.53
Cl 6.990 -5.895 -4.209 0.53
H 7.094 -8.203 -4.519 0.02
C 8.143 1.460 -3.076 -1.53
Cl 6.591 2.039 -3.681 0.49
Cl 8.764 2.566 -1.843 0.52
Cl 8.010 -0.172 -2.422 0.54
H 8.854 1.444 -3.891 0.01
C -5.144 9.607 2.892 -1.52
Cl -5.930 10.491 1.589 0.52
Cl -5.573 7.890 2.851 0.56
Cl -3.396 9.813 2.793 0.51
H -5.492 10.011 3.834 0.01
C -9.023 -2.916 -0.114 -1.56
Cl -9.675 -1.990 -1.471 0.49
Cl -9.454 -4.627 -0.269 0.51
Cl -7.290 -2.703 0.017 0.57
H -9.486 -2.542 0.791 -0.02
C -13.128 -0.334 0.172 -1.55
Cl -12.243 -1.387 1.277 0.53
Cl -14.143 0.797 1.073 0.52
Cl -12.037 0.523 -0.908 0.52
H -13.778 -0.954 -0.432 0.01
C -0.869 -4.180 6.253 -1.55
Cl -1.022 -5.898 5.893 0.51
Cl -0.621 -3.934 7.994 0.49
Cl 0.424 -3.444 5.326 0.51
H -1.798 -3.696 5.979 0.01
C 5.429 -0.789 8.911 -1.58
Cl 4.491 0.043 10.155 0.52
Cl 4.937 -0.280 7.301 0.53
Cl 7.161 -0.526 9.154 0.51
H 5.236 -1.850 8.999 -0.06
C 11.342 -10.201 -6.316 -1.57
Cl 10.867 -11.814 -6.852 0.52
Cl 12.042 -10.254 -4.699 0.52
Cl 12.457 -9.458 -7.463 0.52
H 10.452 -9.587 -6.272 -0.05
C 2.922 3.787 -3.711 -1.54
Cl 4.116 3.687 -5.016 0.50
Cl 3.667 3.519 -2.141 0.55
Cl 2.083 5.338 -3.736 0.53
H 2.189 3.006 -3.867 0.01
C -4.872 -1.140 -5.896 -1.54
Cl -3.567 -1.006 -7.087 0.51
Cl -4.238 -1.578 -4.322 0.45
Cl -5.797 0.365 -5.820 0.52
H -5.540 -1.924 -6.228 0.01
C -9.552 2.872 2.908 -1.55
Cl -8.573 3.678 1.684 0.50
Cl -8.593 1.687 3.792 0.54
Cl -10.281 4.047 4.006 0.50
H -10.354 2.347 2.402 0.01
C -0.153 8.650 0.566 -1.54
Cl 0.874 7.807 -0.590 0.54
Cl -0.047 10.403 0.374 0.52
Cl -1.821 8.106 0.416 0.50
H 0.195 8.400 1.561 0.01
C -13.286 7.196 3.657 -1.56
Cl -13.589 8.503 2.511 0.52
Cl -13.456 5.625 2.878 0.52
Cl -11.695 7.368 4.398 0.51
H -14.029 7.262 4.442 0.01
C -1.244 0.386 -10.076 -1.57
Cl -1.273 1.758 -11.187 0.52
Cl -1.363 -1.139 -10.956 0.52
Cl 0.199 0.420 -9.067 0.53
H -2.108 0.465 -9.427 -0.02
C 3.612 -1.771 -2.656 -1.52
Cl 5.139 -2.535 -3.112 0.53
Cl 3.594 -0.088 -3.190 0.56
Cl 2.235 -2.651 -3.308 0.60
H 3.543 -1.787 -1.574 -0.01
C -4.402 10.888 -3.341 -1.57
Cl -3.213 10.781 -2.050 0.51
Cl -5.385 12.348 -3.178 0.52
Cl -3.630 10.826 -4.925 0.53
H -5.062 10.033 -3.260 -0.01
```

total charge = -1
HOMO-LUMO gap = 5.5 eV
E_HOMO = -0.15441 Eh

=====

# C38H35CrGeN6O4S2Se

A molecular structure, C38H35CrGeN6O4S2Se (ωB97M-V with the def2-TZVPD basis set, the OMol25 dataset).

Geometry as XYZ:
```
88
Properties=species:S:1:pos:R:3:lowdin_spin:R:1
Cr 1.862 0.313 0.775 3.79
N 2.954 1.563 3.377 0.01
C 3.188 1.263 4.657 0.01
C 2.358 0.213 4.985 0.00
C 1.658 -0.056 3.800 0.02
N 2.029 0.773 2.833 0.02
H 3.446 2.206 2.776 0.00
H 3.918 1.808 5.233 0.00
H 2.267 -0.286 5.935 0.00
H 0.899 -0.799 3.607 0.00
N 3.133 -4.140 -7.452 0.00
C 2.690 -3.085 -6.643 0.00
C 1.378 -2.628 -6.735 0.00
C 0.946 -1.566 -5.954 0.00
C 1.827 -0.942 -5.086 0.00
C 3.141 -1.391 -4.990 0.00
C 3.571 -2.453 -5.763 0.00
S 1.287 0.409 -4.077 0.00
O -0.149 0.459 -4.263 0.00
O 2.075 1.553 -4.452 0.00
N 1.707 0.049 -2.587 0.01
C 1.203 -0.978 -1.923 0.01
S 0.027 -2.170 -2.498 0.00
C 0.086 -3.000 -0.987 0.00
C 0.919 -2.356 -0.159 0.01
N 1.532 -1.216 -0.642 0.01
H 2.412 -4.775 -7.753 0.00
H 3.943 -4.624 -7.104 0.00
H 0.689 -3.115 -7.419 0.00
H -0.078 -1.216 -6.004 0.00
H 3.820 -0.912 -4.293 0.00
H 4.598 -2.796 -5.684 0.00
H -0.494 -3.891 -0.800 0.00
H 1.144 -2.665 0.855 0.00
O 0.862 2.299 -0.268 0.04
C -0.140 1.578 -0.193 0.01
O -0.196 0.580 0.638 0.01
C -1.366 1.779 -1.044 0.00
C -2.620 2.116 -0.230 0.00
Ge -2.906 1.159 1.440 0.00
C -3.187 -0.761 1.326 0.00
C -2.169 -1.680 1.583 0.00
C -2.409 -3.047 1.513 0.00
C -3.669 -3.517 1.167 0.00
C -4.690 -2.615 0.898 0.00
C -4.452 -1.248 0.987 0.00
C -4.670 1.833 2.049 0.00
C -5.364 2.836 1.373 0.00
C -6.589 3.311 1.836 0.00
C -7.145 2.785 2.993 0.00
C -6.472 1.782 3.684 0.00
C -5.252 1.315 3.213 0.00
C -1.707 1.681 2.872 0.00
C -1.688 0.988 4.083 0.00
C -0.909 1.431 5.145 0.00
C -0.130 2.573 5.008 0.00
C -0.128 3.263 3.802 0.00
C -0.911 2.819 2.743 0.00
H -1.532 0.842 -1.581 0.00
H -1.148 2.542 -1.788 0.00
H -3.511 1.911 -0.828 0.00
H -2.652 3.183 0.013 0.00
H -1.174 -1.315 1.802 0.00
H -1.605 -3.748 1.709 0.00
H -3.854 -4.583 1.105 0.00
H -5.673 -2.976 0.622 0.00
H -5.264 -0.554 0.795 0.00
H -4.948 3.265 0.467 0.00
H -7.108 4.091 1.290 0.00
H -8.099 3.152 3.355 0.00
H -6.900 1.366 4.589 0.00
H -4.748 0.525 3.763 0.00
H -2.276 0.082 4.199 0.00
H -0.906 0.882 6.080 0.00
H 0.479 2.919 5.835 0.00
H 0.492 4.144 3.681 0.00
H -0.879 3.361 1.803 0.00
Se 4.370 0.241 0.931 0.01
C 5.195 -0.036 -0.764 0.01
C 6.113 -1.065 -0.943 0.00
C 6.769 -1.188 -2.159 0.00
N 6.584 -0.368 -3.197 0.00
C 5.686 0.608 -3.017 0.00
C 4.967 0.805 -1.848 0.00
H 6.318 -1.756 -0.135 0.00
H 7.484 -1.993 -2.308 0.00
H 5.516 1.265 -3.863 0.00
H 4.226 1.590 -1.790 0.00
```

total charge = -1
multiplicity = 5
HOMO-LUMO gap (spin up / spin down) = 7.2 / 7.3 eV
E_HOMO (spin up / spin down) = -0.17844 / -0.18483 Eh

=====

# C4H5BO

A single C4H5BO molecule (ωB97M-V with the def2-TZVPD basis set, the OMol25 dataset).

Geometry as XYZ:
```
11
Properties=species:S:1:pos:R:3:lowdin_charge:R:1
H 1.216 1.570 2.983 0.02
B 0.585 1.082 2.134 0.16
C 0.113 0.283 1.129 -0.15
C -0.904 -0.045 0.239 -0.17
C -0.850 -0.496 -1.014 -0.07
C 0.448 -0.603 -1.734 -0.27
O 0.662 0.129 -2.676 0.06
H 1.143 0.076 0.803 0.08
H -1.820 -0.096 0.752 0.10
H -1.694 -0.678 -1.629 0.10
H 1.101 -1.223 -0.987 0.14
```

total charge = 0
HOMO-LUMO gap = 8.6 eV
E_HOMO = -0.31560 Eh
SMILES = [H]/B=C/C=C\C=O

=====

# C2H6FNS

3 unconnected molecules or ions with the total composition C2H6FNS (ωB97M-V with the def2-TZVPD basis set, the OMol25 dataset).

Geometry as XYZ:
```
11
Properties=species:S:1:pos:R:3:lowdin_charge:R:1
C -1.776 -0.385 -1.014 0.11
C 1.736 -0.211 0.852 -0.53
N -1.736 0.707 -0.559 0.10
F -3.012 1.239 0.625 -0.45
S 2.195 -0.239 -0.877 0.61
H 1.986 -1.167 1.426 0.06
H -2.072 -1.432 -0.898 0.10
H 0.711 0.150 0.973 0.01
H 2.248 0.650 1.261 0.01
H -1.437 1.695 -0.513 0.16
H 1.156 -1.006 -1.276 -0.18
```

total charge = 0
HOMO-LUMO gap = 9.4 eV
E_HOMO = -0.34538 Eh